(1)
Formula: C17H30Br10N2O3S3
Source: the OMol25 dataset
Level of theory: ωB97M-V/def2-TZVPD

As for the HOMO-LUMO gap: 7.9 eV. The net charge is 0. For the calculated total energy, the calculation gives -27935.6628 Eh. Its HOMO energy is -8.808 eV.

Positions of all 65 atoms, in Å:
O -4.1361 -1.4816 -0.8074
S -2.9199 -1.8817 -0.1563
O -1.8781 -2.3055 -1.3238
O -2.3062 -0.5068 0.4706
C -1.1165 -0.7721 1.2550
C -0.0286 0.1787 0.8103
C 1.3671 -0.3444 1.1922
S 1.7270 -1.8343 0.2127
C 2.1188 -3.0826 1.3880
S 1.3557 -3.2983 2.7872
N 3.1813 -3.9184 0.9468
C 3.0566 -5.1789 0.4552
C 4.3460 -5.5228 0.1472
N 5.1878 -4.5162 0.4453
C 4.4826 -3.5296 0.9259
H -1.8868 -1.6475 -2.0403
H -1.3060 -0.6279 2.3185
H -0.8387 -1.8174 1.1152
H -0.1176 1.1702 1.2403
H -0.0315 0.2270 -0.2774
H 1.4526 -0.5240 2.2603
H 2.1137 0.3845 0.8961
H 2.1266 -5.6974 0.3490
H 4.6264 -6.4619 -0.2897
H 4.8536 -2.5781 1.2458
Br -0.3159 2.3562 3.7380
C 0.8662 3.8618 4.0851
C 0.9992 4.7418 2.8729
Br 2.1615 3.9392 1.5370
H 1.8148 3.4486 4.4117
H 0.4071 4.4069 4.9068
H 1.4735 5.6854 3.1370
H 0.0498 4.9386 2.3860
Br 1.6354 -8.5309 3.7599
C 2.3741 -7.5899 5.2954
C 2.4181 -6.1039 5.0630
Br 3.8719 -5.6087 3.8773
H 3.3539 -8.0155 5.4838
H 1.7102 -7.8272 6.1240
H 2.6135 -5.5780 5.9953
H 1.5056 -5.7197 4.6166
Br -4.8931 -1.8881 -5.1430
C -5.9677 -1.2387 -3.6493
C -6.7808 -0.0375 -4.0470
Br -5.6884 1.5693 -4.1401
H -5.2875 -1.0390 -2.8261
H -6.6171 -2.0695 -3.3832
H -7.5377 0.1748 -3.2951
H -7.2561 -0.1468 -5.0172
Br 5.5339 5.0545 3.2197
C 5.9951 5.6589 1.4306
C 5.7945 7.1432 1.2787
Br 3.9121 7.6040 1.0996
H 5.3942 5.0779 0.7382
H 7.0445 5.4026 1.3026
H 6.2642 7.4985 0.3642
H 6.1759 7.7067 2.1236
Br -7.3488 2.0310 -7.6035
C -6.1028 3.4649 -7.1927
C -5.9919 4.4469 -8.3279
Br -4.9137 3.7423 -9.7866
H -5.1570 2.9953 -6.9443
H -6.5075 3.9498 -6.3070
H -5.4779 5.3482 -8.0009
H -6.9553 4.7131 -8.7499

(2)
Formula: C17H30Ca2Cl6MgO14P
Source: the OMol25 dataset
Level of theory: ωB97M-V/def2-TZVPD

As for the HOMO-LUMO gap: 1.1 eV. The net charge is +1. For the calculated total energy, the calculation gives -6375.5735 Eh. Its HOMO energy is -8.452 eV.

Positions of all 71 atoms, in Å:
O -0.0964 -0.7442 0.7725
C 0.2440 -1.9015 1.1940
O -0.7367 -2.8083 1.7190
C -2.0337 -2.6180 1.0814
C -3.0319 -1.4559 1.6830
O -4.4013 -1.9199 1.8558
P -4.4800 -3.1771 0.6186
O -2.8922 -3.8184 1.0860
C 1.8264 -2.2043 1.1275
C 2.4358 -3.5252 0.5922
C 4.0036 -3.6072 0.5777
C 4.9297 -2.4193 1.0491
C 4.3050 -1.1074 1.5918
C 2.7515 -1.0138 1.6234
H -1.7931 -2.5039 -0.0407
H -3.1677 -0.5950 0.8955
H -2.4858 -0.9575 2.5586
H -5.7653 -2.6387 0.1615
H -5.2257 -4.1191 1.4271
H -4.3936 -4.1170 -0.4910
H -3.9475 -2.2294 -0.3651
H 1.7844 -4.3814 0.2269
H 4.5514 -4.5558 0.2199
H 6.0804 -2.4583 1.0208
H 4.9251 -0.2030 1.9459
H 2.2831 -0.0428 2.0050
C 4.4523 3.1535 1.2958
Cl 2.8431 2.4987 1.0205
Cl 4.3900 4.6086 2.3004
Cl 5.4707 1.9145 2.0432
H 4.8834 3.4223 0.3312
Ca -3.9008 -0.3446 -1.0681
C 6.9277 -5.7368 -1.0124
O 6.8944 -4.8170 -0.0624
H 7.8405 -5.7757 -1.6425
H 6.8489 -6.7938 -0.6929
H 6.1394 -5.6881 -1.7889
Mg -2.8924 -5.8252 1.4281
Cl -8.0399 0.5779 -5.9165
C -8.7122 -0.6599 -4.8323
C -8.3455 -0.4080 -3.3825
Cl -6.5909 -0.6494 -3.0683
H -8.3611 -1.6370 -5.1741
H -9.7973 -0.6291 -4.9490
H -8.8790 -1.1082 -2.7363
H -8.6053 0.6058 -3.0734
C 2.0195 8.1121 2.8812
C 3.2845 8.6399 3.6122
O 4.2473 7.7757 3.3791
H 1.7135 7.1312 3.2550
H 1.1867 8.8026 3.0473
H 2.1751 8.0374 1.8017
H 2.9689 8.8022 4.6570
H 3.4139 9.6760 3.2552
C 6.0890 4.5767 -1.8776
O 6.6222 5.3197 -2.7377
O 5.0791 5.2024 -1.2345
O 6.3428 3.4046 -1.5463
H 5.2075 6.0246 -1.7532
O -3.7146 -1.5727 -7.5026
Cl -4.8540 -0.8280 -7.0326
O -4.4104 0.2800 -6.2179
O -5.6987 -1.7074 -6.2189
O -5.6159 -0.3407 -8.1488
Ca -5.4476 -2.2984 -4.1745
C 0.2552 -0.2789 4.8895
O 0.0409 0.8371 4.0411
H 0.3867 0.0748 5.9121
H -0.6104 -0.9461 4.8450
H 1.1557 -0.8103 4.5705
H -0.0726 0.4998 3.1420

(3)
Formula: C17H30Cl2N3O3Tb
Source: the OMol25 dataset
Level of theory: ωB97M-V/def2-TZVPD

As for the HOMO-LUMO gap (spin up / spin down): 6.1 / 5.9 eV. Its expectation value of S² is 12.670. The net charge is 0. For the calculated total energy, the calculation gives -2800.7078 Eh. Its HOMO energy (spin up / spin down) is -5.873 / -5.712 eV. As for the multiplicity: 7.

Positions of all 56 atoms, in Å:
O 1.7476 0.2096 -4.9013
C 2.8084 -0.0960 -5.4066
C 2.9761 -1.2108 -6.3992
C 1.8512 -1.9922 -6.7294
H 0.8695 -1.7358 -6.3153
C 1.9974 -3.0838 -7.5910
H 1.1272 -3.7015 -7.8315
C 3.2558 -3.3877 -8.1382
H 3.3697 -4.2491 -8.7982
C 4.3643 -2.5840 -7.8343
H 5.3386 -2.8109 -8.2654
C 4.2210 -1.4965 -6.9756
H 5.0611 -0.8429 -6.7403
H 3.7414 0.4812 -5.1988
C 2.5802 -1.9840 0.4026
C 1.7881 -1.0159 1.1784
H 3.2654 -2.6089 0.9963
H 3.1800 -1.4729 -0.3663
H 1.9084 -2.6674 -0.1457
C 1.7940 -0.6997 2.4475
C 2.6677 -1.3088 3.5445
H 1.1337 0.0786 2.8628
H 3.3281 -2.0939 3.1513
H 2.0599 -1.7451 4.3467
H 3.2916 -0.5425 4.0288
Tb -0.0170 0.0480 -0.3967
Cl -1.1429 -2.2122 -0.8565
Cl 1.6446 0.5534 -2.1816
H -2.2540 0.2193 -4.6101
H -4.4539 -0.6901 -3.9644
C -1.8492 0.0913 -3.5990
C -4.0472 -0.9037 -2.9708
N -2.9797 0.0397 -2.6596
H -1.1744 0.9198 -3.3634
C -2.9780 0.6609 -1.4843
O -1.9397 1.1708 -0.9646
H -4.8306 -0.7850 -2.2146
H -3.9549 0.6568 -0.9622
H -1.2833 -0.8500 -3.5644
H -3.6720 -1.9366 -2.9493
H 0.8029 5.1873 2.1933
H 0.7063 6.0936 -0.2645
C 1.4439 4.3852 1.8155
C 1.3534 5.2463 -0.5310
N 1.1479 4.1415 0.4053
H 1.2981 3.4711 2.3956
C 0.7156 2.9780 -0.0348
O 0.4796 1.9805 0.7208
H 1.1084 4.8806 -1.5359
H 0.5769 2.8937 -1.1268
H 2.4734 4.7417 1.9134
H 2.3974 5.5866 -0.4921
N -1.4960 -0.0308 1.7593
H -1.1956 -0.6520 2.5122
H -2.4263 -0.3197 1.4582
H -1.5501 0.9159 2.1324

Among the records above, which one has the lowest calculated total energy?
C17H30Br10N2O3S3

Which formula does entry 2 have?
C17H30Ca2Cl6MgO14P